{
  "formula": "C47H53AsB2F4N7PPd",
  "method": "wB97M-V/def2-TZVPD",
  "elements": ["Pd", "C", "C", "C", "C", "C", "N", "N", "B", "N", "N", "C", "C", "C", "C", "C", "N", "N", "C", "C", "C", "C", "C", "H", "H", "H", "H", "H", "H", "H", "H", "H", "H", "H", "H", "H", "H", "H", "H", "H", "H", "H", "H", "H", "H", "C", "C", "As", "C", "C", "C", "C", "C", "C", "C", "C", "C", "C", "C", "C", "P", "C", "C", "C", "C", "C", "C", "C", "C", "C", "C", "C", "C", "H", "H", "H", "H", "H", "H", "H", "H", "H", "H", "H", "H", "H", "H", "H", "H", "H", "H", "H", "H", "H", "H", "H", "H", "F", "B", "F", "F", "F", "C", "C", "C", "C", "N", "C", "C", "H", "H", "H", "H", "H", "H", "H"],
  "positions_angstrom": [[0.057, -0.055, -0.198], [3.007, -1.648, 1.658], [2.991, -0.229, 1.177], [4.057, 0.662, 1.219], [3.567, 1.889, 0.798], [4.273, 3.196, 0.666], [2.275, 1.727, 0.498], [1.904, 0.444, 0.720], [1.193, 2.797, 0.380], [0.073, 2.501, 1.405], [-0.661, 1.363, 1.301], [-1.715, 1.455, 2.118], [-2.779, 0.410, 2.234], [-1.640, 2.686, 2.783], [-0.515, 3.321, 2.301], [0.038, 4.668, 2.649], [0.522, 2.718, -1.004], [-0.361, 1.688, -1.219], [-1.300, 2.116, -2.091], [-2.486, 1.359, -2.564], [-0.982, 3.427, -2.439], [0.150, 3.778, -1.739], [0.917, 5.062, -1.745], [3.993, -2.082, 1.492], [2.817, -1.670, 2.733], [2.261, -2.270, 1.179], [5.060, 0.445, 1.556], [5.311, 3.074, 0.965], [4.247, 3.555, -0.364], [3.824, 3.961, 1.300], [1.654, 3.884, 0.574], [-2.683, -0.358, 1.472], [-2.751, -0.062, 3.217], [-3.759, 0.875, 2.128], [-2.336, 3.066, 3.516], [-0.525, 5.086, 3.480], [1.088, 4.608, 2.940], [-0.037, 5.358, 1.807], [-3.035, 0.933, -1.732], [-3.141, 2.033, -3.112], [-2.205, 0.544, -3.219], [-1.545, 4.051, -3.116], [0.678, 5.622, -2.648], [0.659, 5.686, -0.887], [1.993, 4.886, -1.716], [2.903, 0.907, -2.333], [3.735, 0.803, -3.605], [5.348, 1.934, -3.332], [6.272, 0.622, -2.231], [6.475, -0.695, -2.655], [7.132, -1.603, -1.836], [7.603, -1.201, -0.588], [7.415, 0.107, -0.164], [6.750, 1.015, -0.985], [6.214, 1.544, -5.029], [7.603, 1.635, -5.065], [8.292, 1.378, -6.242], [7.599, 1.041, -7.397], [6.217, 0.959, -7.370], [5.523, 1.218, -6.190], [1.485, -0.233, -2.421], [0.532, 0.110, -3.858], [0.579, 1.409, -4.391], [-0.119, 1.701, -5.543], [-0.895, 0.716, -6.154], [-0.966, -0.565, -5.620], [-0.263, -0.873, -4.470], [2.271, -1.829, -2.617], [2.302, -2.498, -3.847], [3.076, -3.638, -3.983], [3.810, -4.125, -2.908], [3.777, -3.464, -1.686], [3.007, -2.324, -1.546], [2.569, 1.920, -2.120], [3.489, 0.562, -1.476], [3.202, 1.133, -4.492], [4.070, -0.218, -3.774], [6.139, -1.009, -3.638], [7.296, -2.619, -2.177], [8.135, -1.903, 0.043], [7.802, 0.428, 0.798], [6.621, 2.041, -0.661], [8.155, 1.904, -4.171], [9.374, 1.447, -6.259], [8.136, 0.857, -8.319], [5.672, 0.696, -8.269], [4.441, 1.163, -6.201], [1.168, 2.182, -3.913], [-0.060, 2.695, -5.970], [-1.454, 0.955, -7.052], [-1.579, -1.322, -6.090], [-0.332, -1.862, -4.052], [1.761, -2.121, -4.703], [3.109, -4.145, -4.938], [4.410, -5.019, -3.025], [4.353, -3.837, -0.848], [2.990, -1.804, -0.614], [-2.534, -1.600, -2.834], [-1.949, -1.924, -1.640], [-0.480, -1.943, -1.784], [-2.373, -3.107, -1.111], [-2.087, -0.838, -0.657], [-1.410, -4.242, 4.149], [-0.881, -3.310, 3.098], [-0.809, -3.674, 1.760], [-0.337, -2.785, 0.819], [0.038, -1.542, 1.160], [0.004, -1.173, 2.457], [-0.426, -2.031, 3.434], [-1.757, -5.178, 3.718], [-2.239, -3.776, 4.686], [-0.634, -4.463, 4.884], [-1.125, -4.656, 1.428], [-0.235, -3.071, -0.212], [0.355, -0.181, 2.689], [-0.416, -1.699, 4.465]],
  "e_tot_ev": -145853.835,
  "max_force_ev_per_a": 1.72,
  "lumo_ha": [-0.30352, -0.30349],
  "charge": 2,
  "molar_mass_g_mol": 1025.92
}